Molecular formula: C38H52F3N6O3PS2
Method: DFT, wB97M-V/def2-TZVPD

Geometry as XYZ:
```
105
Properties=species:S:1:pos:R:3:mulliken_charge:R:1
N -1.89391 -0.21826 -1.36961 -0.69
P -2.49081 -1.61015 -1.82384 0.09
C -1.09797 -2.76710 -2.09029 0.58
C -0.66002 -3.53759 -1.00012 0.51
C -1.28356 -3.49437 0.37423 -1.36
C -0.27004 -3.40129 1.51391 -1.24
C 0.68269 -2.19467 1.37863 -0.33
S 2.18970 -2.59432 2.29370 -0.30
C 2.58653 -1.11275 3.18535 0.61
S 1.35364 -0.22354 3.83701 -0.36
N 3.90323 -0.75540 3.36800 0.05
C 4.13114 0.69414 3.34672 -0.83
C 3.69314 1.31288 2.01715 -0.39
O 3.81167 0.40282 0.92600 -0.43
C 4.89165 -0.48950 1.08106 -0.43
C 4.83485 -1.32038 2.38764 -0.90
C 0.40370 -4.41443 -1.20525 -1.02
C 1.00572 -4.52523 -2.43938 -0.35
C 0.59242 -3.76441 -3.54194 0.31
C -0.48314 -2.87514 -3.36066 0.74
C -0.99815 -2.04849 -4.52011 -1.88
C -0.38348 -0.61970 -4.56901 0.17
C -0.47783 -0.15281 -5.97672 -0.04
F -1.67493 0.43138 -6.30366 -0.24
C 0.47275 -0.31883 -6.93791 0.22
F 1.62972 0.31096 -6.97820 -0.21
F 0.32146 -1.12721 -7.97687 -0.22
C 1.29893 -3.94432 -4.84295 0.69
O 1.19254 -3.20236 -5.79457 -0.49
C 2.23189 -5.09354 -4.96059 -0.69
C 2.61749 -5.80544 -3.90585 -0.66
C 2.11143 -5.53140 -2.54794 0.48
O 2.55316 -6.11960 -1.59252 -0.60
H -2.15268 0.52135 -2.01224 0.26
H -3.35916 -2.09739 -0.83128 0.15
H -3.26158 -1.46171 -2.98645 0.03
H -2.03545 -2.72491 0.49375 0.35
H -1.82158 -4.43929 0.50404 0.34
H 0.32158 -4.30624 1.64775 0.55
H -0.83136 -3.25023 2.43563 0.47
H 0.19391 -1.31847 1.79161 0.63
H 0.93124 -2.01146 0.33583 0.19
H 5.21382 0.82468 3.39954 0.50
H 3.73027 1.22420 4.20283 0.03
H 2.66881 1.66402 2.08184 0.30
H 4.37833 2.14246 1.82194 0.39
H 5.80940 0.11291 1.09912 0.33
H 4.94046 -1.14763 0.21834 0.37
H 4.67362 -2.37461 2.20235 0.43
H 5.83310 -1.26285 2.82774 0.46
H 0.74802 -5.03664 -0.39155 0.60
H -2.07753 -1.96329 -4.43074 0.48
H -0.81626 -2.52232 -5.47545 0.88
H 0.65318 -0.64158 -4.23674 0.34
H -0.97614 0.01803 -3.91756 0.21
H 2.64358 -5.35022 -5.92584 0.45
H 3.32059 -6.61960 -4.01978 0.43
C -7.39844 1.20665 -6.58790 -1.11
C -6.01224 1.49322 -7.15441 -0.49
C -4.99101 0.39948 -6.81912 -0.27
C -4.82503 0.26570 -5.37145 0.19
N -4.69117 0.16285 -4.23829 -0.35
H -7.38374 1.16597 -5.49775 0.31
H -8.09729 1.99195 -6.87505 0.34
H -7.78673 0.25683 -6.96046 0.29
H -5.65792 2.45181 -6.77132 0.31
H -6.07867 1.58704 -8.23934 0.33
H -4.01969 0.63696 -7.25295 0.18
H -5.31422 -0.56182 -7.22174 0.32
C -6.98917 2.64408 -0.01365 -1.20
C -5.54182 2.20326 -0.20278 -0.63
C -5.41066 0.71650 -0.54985 0.53
C -5.95996 -0.11426 0.52498 0.22
N -6.38598 -0.76228 1.36911 -0.50
H -7.45962 2.12164 0.82052 0.34
H -7.03803 3.71190 0.20111 0.35
H -7.57836 2.45332 -0.91305 0.29
H -4.97939 2.41593 0.70806 0.33
H -5.08848 2.78938 -1.00394 0.38
H -4.35753 0.45661 -0.68691 -0.35
H -5.93997 0.49116 -1.47729 0.21
C 1.98299 4.99183 4.16613 -1.00
C 3.18597 5.41328 5.00318 -0.15
C 4.31647 6.01841 4.16061 -0.53
C 4.81025 5.04897 3.17978 0.31
N 5.20169 4.28819 2.41753 -0.49
H 2.24615 4.20953 3.45170 0.14
H 1.19439 4.59606 4.80609 0.34
H 1.57366 5.83785 3.61038 0.34
H 3.56348 4.54939 5.55276 0.09
H 2.87087 6.14818 5.74478 0.30
H 5.14696 6.31530 4.80141 0.29
H 3.96797 6.90448 3.62779 0.30
C 4.44636 0.80176 7.66115 -0.84
C 3.16113 0.77930 8.48056 -0.50
C 2.18043 1.88684 8.07872 -0.07
C 2.77870 3.21026 8.27525 0.21
N 3.25059 4.24281 8.43230 -0.50
H 4.99899 1.73081 7.81066 0.37
H 5.10093 -0.01826 7.95613 0.36
H 4.23243 0.69598 6.59516 0.00
H 3.40691 0.87570 9.53990 0.31
H 2.66994 -0.18630 8.35135 0.33
H 1.27108 1.82347 8.67653 0.32
H 1.90297 1.78307 7.02747 0.07
```

Calculated values
molar mass = 792.97 g/mol
E_tot = -94438.519 eV
maximum force = 2.16 eV Å⁻¹
LUMO = -1.46 eV
Kohn-Sham gap = 6.71 eV